The following is a quantum chemistry calculation of a cluster of 2 separate species, C5H8N2S in total at a distorted geometry, from OMol25.

- Frontier orbital gap: 6.28 eV
- Energy above the lowest of the compared OMol25 structures with the same formula, charge and spin: 130.15 kcal per mole
- LUMO: -0.058 hartree
- Spin multiplicity: 1

Last column: natural (NBO) charge in e.
Atoms and positions in Å:
1 C 0.09038 0.74156 3.03619  -0.279
2 C 0.38666 -0.13866 3.94903  -0.303
3 C 0.26534 0.33378 1.64699  0.145
4 C 0.55718 -1.22455 1.52133  -0.231
5 C -0.29216 -1.16508 -1.96067  -0.426
6 N 0.26331 1.07105 0.62800  -0.514
7 N -0.47979 0.29890 -1.94526  -0.895
8 S 0.47235 -1.76855 3.13101  0.401
9 H -0.24166 1.67710 3.06361  0.214
10 H 0.34571 -0.12137 4.99951  0.233
11 H -0.94313 -1.47813 -2.72262  0.190
12 H 0.75250 -1.06986 -2.28580  0.202
13 H -0.41641 -1.52992 -0.93793  0.190
14 H 0.14787 2.09631 0.89081  0.350
15 H 0.16167 0.64838 -1.12985  0.385
16 H -1.41412 0.76505 -1.79579  0.339